(1)
DFT (ωB97M-V/def2-TZVPD) results for a structure of composition C9H32F9HfO23S5.

Geometry (Å):
Hf -1.6398 -2.7998 2.3568
C -0.4387 1.3906 0.5941
F 0.2696 2.2772 -0.1544
F -0.4304 1.7464 1.8545
F -1.6527 1.1794 0.1992
S 0.4307 -0.3390 0.3482
O 0.3128 -0.6317 -1.0957
O 1.8396 -0.2138 0.7861
O -0.3906 -1.2411 1.1527
C 0.7220 -3.8540 -1.6490
F 1.1510 -4.7368 -2.6044
F 1.7515 -3.1281 -1.0874
F -0.2019 -2.9713 -2.0933
S -0.1091 -4.8948 -0.2641
O -0.5678 -3.8871 0.7153
O -1.1676 -5.6491 -0.9269
O 0.9092 -5.7745 0.2767
C 3.0097 -2.2740 3.9911
F 3.0965 -1.1423 3.2410
F 4.1936 -2.7490 4.2810
F 2.3455 -1.9638 5.1287
S 2.0342 -3.5570 3.0120
O 2.3847 -3.5060 1.5791
O 2.2379 -4.8843 3.6338
O 0.6061 -3.1306 3.0534
O -5.0122 1.0605 -2.3233
S -5.0466 1.2691 -0.8792
O -4.7239 0.1680 0.0455
O -4.0674 2.5936 -0.4569
C -3.8674 3.6620 -1.3443
C -2.8154 4.5664 -0.8330
C -6.6470 1.9793 -0.3766
H -4.7311 4.3260 -1.3793
H -3.7994 3.3433 -2.3845
H -1.7736 4.2561 -0.9132
H -2.9601 4.6859 0.2408
H -2.8980 5.5520 -1.2912
H -7.3790 1.2300 -0.6778
H -6.8470 2.8320 -1.0255
H -6.7397 2.1997 0.6869
O 0.5909 0.5489 -4.7062
S 2.0136 0.3157 -4.4339
O 3.0505 0.5881 -5.4072
O 2.4555 1.1657 -3.0776
C 3.8591 1.2462 -2.7319
C 4.0119 1.4462 -1.2420
C 2.3603 -1.4084 -3.8096
H 4.2480 2.1142 -3.2643
H 4.4409 0.3971 -3.0908
H 3.0312 1.4815 -0.7677
H 4.5407 2.3854 -1.0797
H 4.5983 0.6325 -0.8152
H 1.9969 -1.4973 -2.7859
H 3.4494 -1.4544 -3.8147
H 1.8153 -2.0448 -4.5068
O 4.0690 -1.7639 0.2574
H 3.5245 -2.5478 0.3294
H 3.4599 -1.0362 0.3833
O 2.4490 2.0798 2.3280
H 2.3946 1.2404 1.8712
H 2.3198 2.7351 1.6423
O -0.8750 -0.9793 3.7516
H -1.3727 -0.7576 4.5386
H -0.1218 -0.3888 3.7698
O -3.0288 -0.8401 2.1217
H -3.2735 -0.6378 1.2187
H -3.3903 -0.1181 2.6358
O -2.1360 -0.5627 -2.6591
H -1.2217 -0.5778 -2.3760
H -2.2671 0.3222 -2.9996
O -2.4765 -2.2760 -0.0825
H -2.0738 -1.6835 -0.7174
H -3.0861 -2.8030 -0.5992
O 2.0965 4.4769 1.0490
H 1.1483 4.6066 1.0284
H 2.3662 4.8132 1.9037
O 0.8539 1.1204 4.2013
H 1.3540 1.6305 3.5642
H 1.4370 1.0412 4.9562

Properties
Total charge: +2
M in g/mol: 1018.14
Spin multiplicity: 2
Frontier orbital gap (spin up / spin down) in eV: 5.1 / 3.3
Calculated total energy in eV: -136862.7914

=====

(2)
DFT (ωB97M-V/def2-TZVPD) results for a structure of composition C4H6O2.

Geometry (Å):
C -0.5599 -1.0239 1.2895
C -1.0400 -0.1491 0.2138
C -0.1618 0.7127 -0.7671
C 1.2612 0.5339 -0.7270
H -1.0501 -1.0447 2.1159
H 0.5786 -0.8327 1.4706
H -2.1370 0.3048 0.2271
H -0.5816 1.0890 -1.6419
H 1.9655 -0.3419 -0.2580
H 2.0513 0.7871 -1.8905
O -0.9976 -1.6389 0.1011
O 0.6715 1.6036 -0.1335

Properties
M in g/mol: 86.09
Spin multiplicity: 1
Frontier orbital gap in eV: 11.3
Calculated total energy in eV: -8334.8900
Energy above the lowest of the compared OMol25 structures with the same formula, charge and spin in eV: 5.571

=====

(3)
DFT (ωB97M-V/def2-TZVPD) results for a cluster of 7 separate species, C54H98FIO18 in total.

Geometry (Å):
C 3.2679 -7.2565 0.0106
C 2.6585 -7.2719 -1.5435
O 2.1150 -5.9730 -1.9704
C 3.1456 -5.1789 -2.7111
C 2.9938 -3.5396 -2.4283
O 2.0178 -2.9869 -3.3796
C 2.2326 -1.5573 -3.6428
C 1.5564 -0.9761 -5.0097
F 2.1346 0.3871 -5.3116
C -0.0389 -0.6436 -4.6254
O -0.6965 -1.7243 -3.8790
C -0.9567 -1.3147 -2.4679
C -0.9484 -2.6856 -1.5732
C -0.0903 -2.6158 -0.1817
O -0.3353 -3.6008 0.7267
I 1.4390 -1.1536 0.3637
C -2.4220 -0.5882 -2.2557
C -2.4874 -0.1950 -0.6313
C -1.5251 1.0177 -0.0426
C -1.4737 1.4597 1.5652
C -2.4268 0.6607 2.6781
C -2.3604 1.0526 4.2943
C -3.3974 -0.5422 2.0812
C -3.4361 -0.9729 0.4664
O 1.5088 -1.8752 -6.1549
C 2.7873 -2.4927 -6.5010
C 3.9333 -1.4867 -7.1007
C 5.0307 -0.9409 -6.0168
C 5.7938 -2.0977 -5.1424
C 6.7140 -1.2790 -4.0107
C 6.7073 -2.0102 -2.5316
C 5.9146 -1.1690 -1.3631
C 6.9121 -0.4652 -0.2476
C 6.9744 1.1783 -0.3484
C 5.6383 1.9427 0.2417
C 5.5746 3.5405 -0.2436
O 5.8283 3.7160 -1.6858
C 4.9162 2.8696 -2.4803
H 2.5240 -6.7340 0.7778
H 4.3383 -6.7643 0.0433
H 3.3959 -8.3706 0.4202
H 1.7571 -8.0516 -1.4999
H 3.4659 -7.7225 -2.2934
H 4.1820 -5.5214 -2.2740
H 3.1035 -5.4040 -3.8818
H 4.0734 -3.0937 -2.5052
H 2.5270 -3.4582 -1.3477
H 3.4116 -1.4102 -3.7572
H 1.9412 -0.8955 -2.6954
H -0.5861 -0.5805 -5.6842
H -0.1448 0.4260 -4.1481
H -0.1443 -0.5227 -2.1857
H -0.5929 -3.5741 -2.2469
H -2.0885 -2.9065 -1.2951
H -2.4129 0.4677 -2.8114
H -3.3395 -1.2467 -2.5865
H -0.8035 1.6295 -0.7551
H -0.7616 2.3212 1.9669
H -1.2113 1.2698 4.5188
H -3.0408 1.9610 4.5791
H -2.6206 0.0745 4.8961
H -4.0752 -1.1108 2.8576
H -4.1180 -1.8494 0.0819
H 2.5463 -3.2592 -7.3865
H 3.2708 -3.1631 -5.6582
H 3.3907 -0.5805 -7.6088
H 4.5136 -2.0805 -7.9572
H 5.8812 -0.3946 -6.6525
H 4.6374 -0.1381 -5.2610
H 6.5485 -2.7623 -5.7402
H 5.0900 -2.7956 -4.5157
H 6.2762 -0.1840 -3.8251
H 7.8022 -1.0996 -4.4454
H 6.2558 -3.0939 -2.5553
H 7.8497 -2.0492 -2.1897
H 5.1307 -0.3913 -1.7646
H 5.2794 -1.9753 -0.7538
H 6.4875 -0.7049 0.8392
H 8.0151 -0.8705 -0.2733
H 7.8733 1.5113 0.3619
H 7.2609 1.5487 -1.4249
H 5.6042 1.9877 1.4250
H 4.6152 1.4384 -0.0953
H 4.5165 4.0336 0.0031
H 6.3673 4.1964 0.3288
H 3.8997 2.7433 -1.9140
H 4.8253 3.2896 -3.5703
H 5.3981 1.7956 -2.5716
C -2.6054 -3.0863 8.6644
C -4.0571 -3.1508 8.2332
O -4.3619 -2.1107 7.2851
C -4.1213 -2.1892 5.9549
C -3.2672 -3.3060 5.4347
O -4.5394 -1.3176 5.1984
H -1.9263 -3.2372 7.8222
H -2.3932 -3.8469 9.4203
H -2.3755 -2.1001 9.0808
H -4.3395 -4.1340 7.8406
H -4.6978 -2.9725 9.1036
H -2.2418 -2.9463 5.3154
H -3.6583 -3.6190 4.4630
H -3.2675 -4.1956 6.0631
C -6.0302 1.4026 0.2504
C -6.5768 2.5137 -0.6238
O -7.4090 1.9846 -1.6731
C -8.7161 1.6620 -1.5281
C -9.3035 1.6081 -0.1499
O -9.3884 1.3506 -2.5067
H -6.8297 0.8499 0.7490
H -5.3606 1.8064 1.0142
H -5.4780 0.6776 -0.3565
H -7.1092 3.2810 -0.0507
H -5.7431 3.0235 -1.1185
H -9.2977 0.5728 0.2011
H -10.3338 1.9705 -0.1968
H -8.7925 2.2389 0.5761
C 1.0165 6.4371 5.9058
C 1.1660 4.9296 5.9560
O 0.0682 4.2783 5.2897
C -0.0072 4.0742 3.9531
C 0.9726 4.7674 3.0550
O -0.9091 3.3874 3.4824
H 1.0226 6.8102 4.8791
H 1.8265 6.9238 6.4552
H 0.0600 6.7395 6.3446
H 2.1266 4.5853 5.5567
H 1.1323 4.6007 7.0002
H 0.5136 5.6775 2.6597
H 1.2211 4.0967 2.2283
H 1.9166 5.0185 3.5366
C -0.6119 3.4112 11.3848
C 0.3235 3.7878 10.2531
O 0.6767 5.1823 10.3161
C 1.6600 5.6914 11.0957
C 2.2764 4.8217 12.1496
O 1.9898 6.8685 10.9851
H -0.1459 3.5607 12.3615
H -0.9149 2.3641 11.3029
H -1.5073 4.0411 11.3640
H 1.2193 3.1580 10.2163
H -0.1929 3.6429 9.2981
H 1.7938 5.0258 13.1091
H 3.3407 5.0617 12.2195
H 2.2190 3.7553 11.9357
C 1.4839 2.7960 -7.8031
C 0.7958 3.2197 -6.5207
O 0.2619 4.5520 -6.6358
C -0.9322 4.8553 -7.1978
C -1.6594 3.7997 -7.9751
O -1.3755 5.9979 -7.1294
H 0.7891 2.7709 -8.6457
H 1.9292 1.8039 -7.6926
H 2.2714 3.5098 -8.0662
H 0.0212 2.5133 -6.2019
H 1.5336 3.2516 -5.7118
H -1.4425 3.9257 -9.0391
H -2.7326 3.9208 -7.8058
H -1.4177 2.7809 -7.6751
C -7.0253 -3.9669 -5.0138
C -5.8301 -4.3864 -4.1813
O -5.4351 -3.3373 -3.2775
C -6.0040 -3.1088 -2.0701
C -7.2818 -3.8118 -1.7233
O -5.5157 -2.2848 -1.3025
H -7.8989 -3.7599 -4.3915
H -7.2892 -4.7481 -5.7313
H -6.8032 -3.0447 -5.5607
H -5.9975 -5.3256 -3.6422
H -4.9755 -4.5612 -4.8437
H -8.1241 -3.1473 -1.9334
H -7.2669 -4.0542 -0.6574
H -7.4264 -4.7555 -2.2473

Properties
SMILES: CCOCCOC[C@](F)(CO[C@H](CC(=O)I)Cc1ccc(C)cc1)OCCCCCCCCCCCOC.CCOC(C)=O.CCOC(C)=O.CCOC(C)=O.CCOC(C)=O.CCOC(C)=O.CCOC(C)=O
M in g/mol: 1181.26
Spin multiplicity: 1
Frontier orbital gap in eV: 7.5
Calculated total energy in eV: -105238.8397

=====

(4)
DFT (ωB97M-V/def2-TZVPD) results for a structure of composition C22H16BrF9MoN2O3PS4.

Geometry (Å):
Mo 1.0144 0.2939 0.1385
C 0.1620 -5.2942 2.0267
C 1.4405 -4.5495 2.3027
O 1.1010 -3.1871 2.6834
P 1.8929 -1.9255 2.1576
S 0.5852 -0.3861 2.4180
S 2.4686 -1.9964 0.2941
O 3.1448 -1.7588 3.1025
C 2.9911 -1.4703 4.5189
C 3.4452 -0.0617 4.7985
H 0.3858 -6.3409 1.8182
H -0.3519 -4.8729 1.1640
H -0.5050 -5.2540 2.8870
H 2.0841 -4.5166 1.4216
H 2.0008 -4.9802 3.1329
H 3.6090 -2.2073 5.0307
H 1.9535 -1.6394 4.8148
H 4.4797 0.0752 4.4867
H 3.3795 0.1331 5.8698
H 2.8226 0.6653 4.2771
S 2.5424 1.6812 1.2170
C 3.4171 2.6455 0.0764
C 4.3658 3.5708 0.5218
C 5.0596 4.3332 -0.3946
C 6.0460 5.2708 0.0789
N 6.8445 6.0022 0.4593
C 4.8039 4.1768 -1.7721
C 3.8722 3.2606 -2.2108
C 3.1699 2.4780 -1.2835
S 2.0097 1.3103 -1.7906
C 5.5107 4.9771 -2.7421
N 6.0741 5.6109 -3.5152
H 4.5581 3.6917 1.5784
H 3.6896 3.1500 -3.2702
Br -4.3127 4.4628 0.6481
C -2.8154 3.3136 0.5374
C -2.9502 1.9830 0.8877
C -1.8449 1.1456 0.8049
C -0.6072 1.6209 0.3681
C -0.5047 2.9720 0.0220
C -1.5996 3.8182 0.1060
H -3.9058 1.6015 1.2207
H -1.9727 0.1034 1.0730
H 0.4370 3.3827 -0.3189
H -1.5086 4.8612 -0.1643
F -1.6810 -2.3583 -0.1179
C -1.2758 -2.6317 -1.3567
F -2.3046 -3.1399 -2.0416
F -0.3233 -3.5648 -1.2745
C -0.7285 -1.3487 -2.0491
O 0.0326 -0.6885 -1.1226
C 0.1825 -1.7256 -3.2530
F 1.3629 -2.1621 -2.8214
F 0.3925 -0.6522 -4.0197
F -0.3740 -2.6807 -4.0020
C -1.8982 -0.4278 -2.5138
F -1.4678 0.8141 -2.7028
F -2.8616 -0.3993 -1.5895
F -2.4286 -0.8752 -3.6562

Properties
M in g/mol: 862.45
Spin multiplicity: 2
Frontier orbital gap (spin up / spin down) in eV: 6.2 / 7.1
Calculated total energy in eV: -181185.9971
Energy above the lowest of the compared OMol25 structures with the same formula, charge and spin in eV: 0.325

=====

(5)
DFT (ωB97M-V/def2-TZVPD) results for a structure of composition C24H64CrO24S8.

Geometry (Å):
Cr 26.7222 29.0676 -5.8137
O 22.7230 27.5270 -4.7027
S 24.0325 27.3824 -4.1346
O 25.2321 27.8090 -4.8721
O 23.9030 28.1965 -2.6622
C 22.7914 27.7736 -1.7890
C 22.6626 28.7445 -0.5536
C 24.3671 25.6596 -3.6170
H 23.0884 26.8249 -1.3420
H 21.8588 27.7702 -2.3532
H 22.0467 28.2290 0.1833
H 22.1563 29.6763 -0.8055
H 23.6307 28.9168 -0.0834
H 23.4276 25.1367 -3.4379
H 25.0695 25.6997 -2.7844
H 24.7771 25.1586 -4.4939
O 27.0381 31.3871 -9.2912
S 27.1825 31.8624 -7.9298
O 26.8985 30.9330 -6.8617
O 28.7464 32.4123 -7.8104
C 29.2202 32.9907 -8.9950
C 30.4981 33.7542 -8.5753
C 26.4004 33.4894 -7.4883
H 28.5007 33.6884 -9.4235
H 29.3822 32.2446 -9.7730
H 30.9215 34.3251 -9.4017
H 31.3186 33.1648 -8.1662
H 30.1823 34.4657 -7.8123
H 27.0447 33.9506 -6.7398
H 25.4751 33.1103 -7.0545
H 26.2780 34.0691 -8.4032
O 25.0490 29.1672 -7.0575
S 24.0376 29.6622 -8.0008
O 23.5042 30.9696 -7.8210
O 24.7694 29.6655 -9.4758
C 24.2503 30.4009 -10.5738
C 23.9978 29.6990 -11.8832
C 22.6941 28.5013 -8.3136
H 25.1636 30.9776 -10.7203
H 23.3282 30.8918 -10.2627
H 23.0079 29.2560 -11.9921
H 24.7622 28.9860 -12.1924
H 23.9319 30.4647 -12.6562
H 22.0305 28.8621 -9.0994
H 22.1744 28.6482 -7.3668
H 23.1382 27.5360 -8.5566
O 29.0489 26.8050 -8.8982
S 28.3053 28.1109 -8.9398
O 27.4003 28.5250 -7.8275
O 29.4416 29.2911 -9.1509
C 30.3141 29.2055 -10.2869
C 31.4664 30.1656 -10.1039
C 27.4003 28.1634 -10.6015
H 29.9092 29.4296 -11.2738
H 30.7332 28.2020 -10.3611
H 31.1161 31.1833 -9.9316
H 32.0879 30.3249 -10.9851
H 32.2063 29.8050 -9.3893
H 28.1123 27.8602 -11.3691
H 27.0005 29.1753 -10.6673
H 26.5791 27.4522 -10.5116
O 27.7790 25.0786 -4.0455
S 28.4599 26.1002 -4.8940
O 27.6677 27.2370 -5.3703
O 29.8408 26.6511 -4.1655
C 30.4968 25.7146 -3.3990
C 31.8707 26.2903 -3.2718
C 29.4341 25.3513 -6.4104
H 30.4192 24.6998 -3.7893
H 29.9358 25.5053 -2.4882
H 31.9933 27.2418 -2.7544
H 32.2876 26.2940 -4.2790
H 32.5942 25.5942 -2.8474
H 30.0385 24.5404 -6.0039
H 30.1522 26.0972 -6.7512
H 28.7562 24.9315 -7.1536
O 25.4304 30.4447 -4.8599
S 24.3420 31.4148 -4.4164
O 24.2490 32.7904 -4.9575
O 22.8702 30.6373 -4.6078
C 21.6959 31.3227 -4.2439
C 20.3571 30.6313 -4.5695
C 24.4841 31.6223 -2.6655
H 21.7748 32.3420 -4.6218
H 21.6632 31.3395 -3.1545
H 20.4425 29.5908 -4.2562
H 20.1303 30.7432 -5.6297
H 19.6356 31.2034 -3.9862
H 23.8508 32.4690 -2.4006
H 25.4949 32.0089 -2.5356
H 24.2728 30.7829 -2.0031
O 28.8580 29.5960 -5.8778
S 30.3183 29.5191 -5.6197
O 30.8502 29.1058 -4.3212
O 31.0574 28.4636 -6.7064
C 32.4954 28.2542 -6.6853
C 32.9874 27.3004 -7.8292
C 31.0734 31.0526 -6.2349
H 32.7888 27.7328 -5.7741
H 33.0222 29.2084 -6.6883
H 32.5908 27.6884 -8.7675
H 32.6811 26.2554 -7.7835
H 34.0701 27.2228 -7.9290
H 30.2137 31.6429 -5.9178
H 31.0850 31.1168 -7.3230
H 31.9362 31.1716 -5.5795
O 27.3950 29.0537 -3.6983
S 27.5252 28.8509 -2.2147
O 26.6229 29.5376 -1.2860
O 27.2688 27.1727 -1.9767
C 27.1644 26.7686 -0.6556
C 27.1823 25.2298 -0.5932
C 29.2663 29.0989 -1.6086
H 26.2556 26.9143 -0.0717
H 28.1103 27.0402 -0.1870
H 27.3960 24.9669 0.4428
H 28.0467 24.8786 -1.1566
H 26.2657 24.7924 -0.9890
H 29.7538 29.8799 -2.1920
H 29.8377 28.1727 -1.5481
H 29.3906 29.3583 -0.5572

Properties
Total charge: +3
M in g/mol: 1045.28
Spin multiplicity: 4
Frontier orbital gap (spin up / spin down) in eV: 6.9 / 8.5
Calculated total energy in eV: -190137.1814
Energy above the lowest of the compared OMol25 structures with the same formula, charge and spin in eV: 1.285

=====

(6)
DFT (ωB97M-V/def2-TZVPD) results for the molecule C3H10N2O.

Geometry (Å):
C -0.2739 1.1875 -0.7845
C 0.2302 -0.0562 -0.0230
C 0.9237 -1.0227 -0.9859
O 1.1056 0.3466 1.0135
N -0.8433 -0.8023 0.6364
N -1.3830 -0.2261 1.8102
H -0.7856 1.8638 -0.1025
H 0.5642 1.7219 -1.2252
H -0.9604 0.8921 -1.5738
H 1.3017 -1.8741 -0.4263
H 1.7469 -0.5269 -1.4973
H 0.2176 -1.3829 -1.7280
H 1.9999 0.3893 0.6651
H -1.6051 -0.9573 -0.0180
H -0.6815 -0.3298 2.5386
H -1.5572 0.7772 1.7005

Properties
SMILES: CC(C)(O)NN
M in g/mol: 90.13
Spin multiplicity: 1
Frontier orbital gap in eV: 9.7
Calculated total energy in eV: -8300.0066
Energy above the lowest of the compared OMol25 structures with the same formula, charge and spin in eV: 1.497

=====

- Look up the M of the first one.
  1018.14 g/mol

=====

- Among the records above, which one has the highest M?
  C54H98FIO18